No. 1
{
  "formula": "C5H8N2",
  "method": "ωB97M-V/def2-TZVPD",
  "elements": ["C", "C", "C", "C", "C", "N", "N", "H", "H", "H", "H", "H", "H", "H", "H"],
  "positions_angstrom": [[1.3611, -0.6441, 0.1794], [1.0598, 0.7379, 0.0006], [0.3808, -1.6916, 0.3500], [-1.5160, 0.8715, 0.1728], [-0.1758, 1.4012, -0.0172], [-0.8932, -1.2898, -0.4668], [-1.8188, -0.5858, 0.1903], [2.2669, -0.9952, -0.0677], [1.8049, 1.3848, -0.1853], [0.6108, -2.6476, -0.0631], [0.1055, -1.9571, 1.2754], [-1.8859, 0.9533, 1.2282], [-2.3381, 1.4426, -0.4568], [-0.1166, 2.4619, -0.2297], [-0.5508, -0.6278, -1.2958]],
  "total_charge": 0,
  "fmax_ev_per_a": 4.24,
  "gap_ha": [0.2776, 0.2958],
  "e_homo_ev": [-8.09, -7.79],
  "lumo_energy_ev": [-0.5, 0.3]
}

***

No. 2
{
  "formula": "C5H8N2",
  "method": "ωB97M-V/def2-TZVPD",
  "elements": ["C", "C", "C", "N", "C", "C", "N", "H", "H", "H", "H", "H", "H", "H", "H"],
  "positions_angstrom": [[-0.9708, -1.9148, 1.4562], [-0.1904, -0.8521, 0.7680], [-0.4061, -0.3427, -0.4805], [0.4473, 0.7230, -0.5911], [0.4443, 1.6766, -1.6574], [1.1766, 0.7691, 0.5479], [0.8178, -0.1611, 1.3991], [-0.3013, -2.6118, 1.9628], [-1.6291, -1.4664, 2.2094], [-1.5943, -2.4611, 0.7420], [-1.0605, -0.6316, -1.2934], [-0.5858, 1.8549, -1.9913], [0.8193, 2.6331, -1.2790], [1.0561, 1.2940, -2.4703], [1.9768, 1.4911, 0.6777]],
  "total_charge": 0,
  "fmax_ev_per_a": 0.46,
  "gap_ha": 0.3434,
  "e_homo_ev": -8.45,
  "smiles": "Cc1cn(C)cn1",
  "lumo_energy_ev": 0.9
}

***

No. 3
{
  "formula": "C5H8N2",
  "method": "ωB97M-V/def2-TZVPD",
  "elements": ["C", "C", "C", "N", "C", "N", "C", "H", "H", "H", "H", "H", "H", "H", "H"],
  "positions_angstrom": [[-2.3326, -0.2646, -0.0237], [-0.9260, 0.2106, 0.1400], [-0.3328, 1.3770, -0.2814], [1.0278, 1.1668, -0.2995], [1.3048, -0.1052, 0.1202], [2.6411, -0.5665, 0.1663], [0.1175, -0.7069, 0.4348], [-2.3311, -0.9426, -0.8862], [-2.6721, -0.8497, 0.8377], [-3.0422, 0.5382, -0.2333], [-0.7436, 2.3395, -0.5578], [1.7333, 1.8270, -0.5779], [2.7418, -1.1490, 0.9901], [2.8379, -1.1593, -0.6361], [-0.0239, -1.7153, 0.8068]],
  "total_charge": 0,
  "fmax_ev_per_a": 0.28,
  "gap_ha": 0.3253,
  "e_homo_ev": -7.81,
  "smiles": "Cc1c[nH]c(N)c1",
  "lumo_energy_ev": 1.0
}

***

No. 4
{
  "formula": "C5H8N2",
  "method": "ωB97M-V/def2-TZVPD",
  "elements": ["C", "N", "C", "C", "C", "C", "N", "H", "H", "H", "H", "H", "H", "H", "H"],
  "positions_angstrom": [[-2.6065, -0.5072, -0.2993], [-1.3529, 0.1639, -0.0711], [-0.2442, -0.4674, -0.1345], [1.0268, 0.2092, 0.0920], [2.3874, -0.4237, 0.0727], [0.6787, 1.4918, 0.3551], [-0.2120, 2.3426, 0.4866], [-3.0717, -0.1185, -1.2131], [-3.2894, -0.2835, 0.5281], [-2.5152, -1.6010, -0.3913], [-0.1864, -1.5418, -0.3646], [3.1575, 0.2855, -0.2487], [2.4093, -1.2570, -0.6384], [2.6924, -0.8222, 1.0491], [1.1262, 2.5294, 0.7772]],
  "total_charge": 0,
  "fmax_ev_per_a": 0.79,
  "gap_ha": 0.2794,
  "e_homo_ev": -7.71,
  "lumo_energy_ev": -0.1
}

***

No. 5
{
  "formula": "C5H8N2",
  "method": "ωB97M-V/def2-TZVPD",
  "elements": ["C", "C", "C", "C", "N", "N", "C", "H", "H", "H", "H", "H", "H", "H", "H"],
  "positions_angstrom": [[2.3626, -0.7500, 0.9509], [1.1431, -1.1453, 0.1756], [-1.4722, -0.0945, 0.1266], [-0.4435, -0.9609, 0.8409], [-0.4023, -1.6387, 1.8607], [-0.9471, 0.8890, -0.4604], [-1.6994, 1.7141, -1.3661], [2.0584, -0.3594, 1.9123], [3.1223, -1.5355, 1.1016], [2.8988, 0.0431, 0.3857], [1.5325, -1.6749, -0.7455], [-2.5594, -0.3299, 0.0616], [-2.6297, 1.2561, -1.7336], [-1.0388, 1.9122, -2.2160], [-1.9253, 2.6744, -0.8942]],
  "total_charge": 0,
  "fmax_ev_per_a": 3.21,
  "gap_ha": [0.2897, 0.3404],
  "e_homo_ev": [-8.15, -8.91],
  "lumo_energy_ev": [-0.3, 0.3]
}

***

No. 6
{
  "formula": "C5H8N2",
  "method": "ωB97M-V/def2-TZVPD",
  "elements": ["C", "C", "C", "C", "N", "C", "N", "H", "H", "H", "H", "H", "H", "H", "H"],
  "positions_angstrom": [[2.3465, -0.5521, -0.1036], [0.9814, 0.0930, 0.0440], [-0.1846, -0.6383, -0.3461], [-1.3329, 0.0201, 0.0126], [-2.7341, -0.2118, -0.1405], [-1.4049, 1.1901, 0.7404], [0.7641, 1.2800, 0.5433], [2.4279, -1.4289, 0.5500], [2.4848, -0.9084, -1.1319], [3.1705, 0.1290, 0.1335], [-0.1387, -1.6141, -0.8129], [-3.0688, -0.2772, -1.0883], [-3.1537, -0.8657, 0.5000], [-1.7928, 2.0717, 0.2222], [1.6352, 1.7125, 0.8774]],
  "total_charge": 0,
  "fmax_ev_per_a": 2.02,
  "gap_ha": 0.3222,
  "e_homo_ev": -7.80,
  "lumo_energy_ev": 1.0
}

***

No. 7
{
  "formula": "C5H8N2",
  "method": "ωB97M-V/def2-TZVPD",
  "elements": ["C", "N", "C", "C", "C", "C", "N", "H", "H", "H", "H", "H", "H", "H", "H"],
  "positions_angstrom": [[2.7783, -0.3281, 0.2203], [1.3580, -0.3894, -0.2349], [0.7519, 0.7642, -0.3645], [-0.6226, 0.8099, -0.4310], [-1.2408, -0.4185, -0.0528], [-2.7668, -0.3906, 0.2041], [-0.4511, -1.4216, 0.1002], [3.0952, 0.7197, 0.3958], [3.4755, -0.7401, -0.5255], [2.9301, -0.8691, 1.1572], [1.3159, 1.6973, -0.3107], [-1.1688, 1.5757, -0.9520], [-3.2693, 0.0836, -0.6476], [-2.9708, 0.2560, 1.0746], [-3.2332, -1.3606, 0.3907]],
  "total_charge": 0,
  "fmax_ev_per_a": 1.10,
  "gap_ha": [0.2709, 0.2710],
  "e_homo_ev": [-7.97, -7.97],
  "lumo_energy_ev": [-0.6, -0.6]
}

***

No. 8
{
  "formula": "C5H8N2",
  "method": "ωB97M-V/def2-TZVPD",
  "elements": ["H", "N", "C", "C", "C", "C", "N", "C", "H", "H", "H", "H", "H", "H", "H"],
  "positions_angstrom": [[0.8495, -1.2268, -2.1638], [0.9744, -0.3805, -1.6120], [0.6957, -0.6185, -0.3940], [0.0102, -1.8053, 0.1982], [-1.0639, -1.2923, 0.7967], [-0.9956, 0.2062, 0.5992], [0.4547, 0.4380, 0.5131], [0.8054, 1.7685, 0.0603], [0.2807, -2.8409, 0.0261], [-1.8938, -1.8157, 1.2562], [-1.5134, 0.8456, 1.3187], [-1.3246, 0.3808, -0.4599], [1.8766, 1.8009, -0.1488], [0.2677, 2.0622, -0.8529], [0.5765, 2.4778, 0.8629]],
  "total_charge": 0,
  "fmax_ev_per_a": 1.05,
  "gap_ha": 0.3764,
  "e_homo_ev": -9.19,
  "smiles": "[H]/N=C1\\C=CCN1C",
  "lumo_energy_ev": 1.0
}

***

No. 9
{
  "formula": "C5H8N2",
  "method": "ωB97M-V/def2-TZVPD",
  "elements": ["H", "N", "C", "C", "C", "C", "N", "C", "H", "H", "H", "H", "H", "H", "H"],
  "positions_angstrom": [[1.5234, 2.9726, -0.0245], [0.5145, 3.0852, -0.1394], [-0.1342, 2.0031, -0.0407], [0.3919, 0.6907, 0.2214], [-0.2766, -0.4768, 0.1082], [-1.6994, -0.6406, -0.3195], [0.2838, -1.6571, 0.5247], [1.4376, -2.0823, 0.2772], [-1.2210, 2.0989, -0.1599], [1.4371, 0.6544, 0.5176], [-2.2674, 0.2796, -0.1827], [-1.7313, -0.9086, -1.4014], [-2.1648, -1.4329, 0.2509], [2.1532, -1.5895, -0.3822], [1.7531, -2.9967, 0.7502]],
  "total_charge": 0,
  "fmax_ev_per_a": 1.18,
  "gap_ha": 0.3336,
  "e_homo_ev": -8.86,
  "smiles": "[H]/N=C\\C=C(/C)N=C",
  "lumo_energy_ev": 0.2
}

***

No. 10
{
  "formula": "C5H8N2",
  "method": "ωB97M-V/def2-TZVPD",
  "elements": ["C", "C", "C", "N", "C", "N", "C", "H", "H", "H", "H", "H", "H", "H", "H"],
  "positions_angstrom": [[1.8427, -0.2323, 0.7072], [-0.0610, -1.0879, 1.1859], [0.7038, -1.0469, -0.0768], [-0.0704, -0.2720, -1.0580], [-1.0751, 0.3114, -0.3703], [-1.9888, 1.1185, -0.9997], [-1.0142, -0.0711, 0.9719], [1.5712, 0.2345, 1.6665], [2.6464, -0.9320, 0.9368], [2.1574, 0.5602, 0.0360], [1.1756, -1.9120, -0.5520], [-0.0589, -0.3779, -2.0633], [-2.5699, 1.6529, -0.3701], [-1.6340, 1.6795, -1.7618], [-1.6250, 0.3751, 1.7477]],
  "total_charge": 0,
  "fmax_ev_per_a": 0.75,
  "gap_ha": 0.2975,
  "e_homo_ev": -7.40,
  "lumo_energy_ev": 0.7
}

***

No. 11
{
  "formula": "C5H8N2",
  "method": "ωB97M-V/def2-TZVPD",
  "elements": ["C", "C", "C", "C", "N", "C", "N", "H", "H", "H", "H", "H", "H", "H", "H"],
  "positions_angstrom": [[2.4276, -0.5075, 0.3436], [1.1591, -0.0895, 0.2824], [0.0396, -0.7604, -0.5038], [-1.1569, 0.1257, -0.2456], [-2.3998, -0.1536, -0.8392], [-0.7601, 1.1683, 0.4911], [0.5978, 1.0381, 0.9022], [3.2071, 0.0476, 0.8560], [2.7137, -1.4440, -0.1249], [0.2863, -0.7550, -1.5706], [-0.1239, -1.8074, -0.2206], [-3.1566, 0.3983, -0.4536], [-2.6520, -1.1351, -0.7964], [-1.3419, 2.0091, 0.8498], [1.1601, 1.8653, 1.0296]],
  "total_charge": 0,
  "fmax_ev_per_a": 0.36,
  "gap_ha": 0.2944,
  "e_homo_ev": -6.96,
  "smiles": "C=C1CC(N)=CN1",
  "lumo_energy_ev": 1.0
}

***

No. 12
{
  "formula": "C5H8N2",
  "method": "ωB97M-V/def2-TZVPD",
  "elements": ["C", "N", "C", "C", "C", "N", "C", "H", "H", "H", "H", "H", "H", "H", "H"],
  "positions_angstrom": [[-1.4311, 1.1727, 1.2404], [-0.3568, 0.4484, 0.6124], [0.9665, 0.7925, 0.6046], [1.6535, -0.0869, -0.1928], [0.6967, -1.0174, -0.6590], [0.9209, -1.7886, -1.8389], [-0.5382, -0.6504, -0.1812], [-1.0143, 1.8160, 2.0157], [-1.9798, 1.7864, 0.5148], [-2.1253, 0.4680, 1.7061], [1.3269, 1.6236, 1.1895], [2.7074, -0.0734, -0.4439], [0.4834, -0.9142, -2.2378], [0.2138, -2.5215, -1.9412], [-1.5235, -1.0553, -0.3887]],
  "total_charge": 0,
  "fmax_ev_per_a": 3.02,
  "gap_ha": 0.3265,
  "e_homo_ev": -7.97,
  "smiles": "Cn1ccc(N)c1",
  "lumo_energy_ev": 0.9
}

***

The records above yield total energy values of -8289.3043 -8294.8641 -8294.7368 -8290.3305 -8289.7202 -8291.1141 -8291.0152 -8293.2821 -8293.2162 -8291.8807 -8293.8982 -8293.4356 eV, respectively.
The records above yield energy relative to the best compared isomer or geometry (same formula, charge and spin) values of 5.6920 0.1322 0.2596 4.6658 5.2761 3.8822 3.9811 1.7142 1.7801 3.1156 1.0981 1.5607 eV, respectively.